Entry 1:
Below is a structure of composition C42H43F13N2O4PS2W in a non-equilibrium geometry, with properties calculated with ωB97M-V with the def2-TZVPD basis set.

Positions of all 108 atoms, in Å:
H (4.9891, 2.2346, 1.0176)
C (1.2709, 3.1790, 1.0862)
C (-3.4970, 1.4496, -0.1023)
H (2.5300, -2.8257, 2.2415)
H (2.7908, 4.4167, 1.9190)
H (-0.0712, 4.6593, -0.1629)
H (3.5759, -0.4669, 3.1149)
C (1.7129, -2.3568, 4.1593)
S (-1.4546, -1.5176, -2.0426)
H (1.7312, -5.2833, -0.0676)
H (-5.4833, -4.5596, -3.6642)
C (0.8979, -1.5244, 4.9074)
O (0.9000, 0.1885, -1.7021)
C (2.8407, 3.0870, -1.1779)
F (3.4828, 0.7336, -2.6991)
C (-1.0878, 4.4059, 0.0954)
F (-3.4993, 1.0116, 2.2399)
N (1.3284, -0.8773, 0.7802)
O (-2.6480, 0.4747, -0.4728)
O (-4.2052, -2.3907, -1.4684)
C (4.3403, 0.0867, 2.5799)
H (3.3742, -4.1479, -1.7364)
H (2.9801, 0.9107, 1.1314)
O (-2.3229, -3.6464, -0.4043)
C (2.3313, 1.1112, -3.2704)
C (2.3388, -2.6552, -0.6042)
H (5.2651, -0.4892, 2.5999)
C (3.7325, -0.9040, 0.3312)
H (-3.6973, -6.1354, 1.3450)
H (3.4656, 3.0908, -2.0595)
C (0.7808, -3.7647, -2.2298)
C (1.2551, -1.0991, 2.1156)
H (-3.3571, -3.9122, -2.5629)
H (-2.6673, -6.2422, -0.0997)
H (4.7374, 5.1478, 0.7759)
C (-0.0024, 1.9957, -3.0092)
C (-1.9460, 5.4201, 0.4323)
F (2.6621, 2.1725, -4.0548)
H (0.9232, -2.9028, -2.8736)
C (-4.1760, -3.1879, -2.6343)
C (-4.2777, 0.9541, 1.1533)
H (-4.2535, -5.4873, -0.2123)
H (-3.9856, -2.5470, -3.5026)
H (-6.3091, -3.1834, -2.8997)
H (0.9422, -4.2949, 1.1768)
C (5.0070, 1.2678, 0.5212)
C (4.7154, -2.6736, -0.9957)
H (-0.2452, -4.1029, -2.3409)
H (0.7455, -1.6965, 5.9608)
C (-5.5086, -3.9116, -2.7885)
C (2.4520, -1.4699, 0.1477)
C (-4.5083, 1.5986, -1.2810)
H (-4.7745, 3.6709, 0.6676)
H (0.6354, 3.2475, 1.9567)
C (4.5012, 4.7001, -0.1898)
C (2.4707, 3.8505, 1.0536)
C (0.7908, 2.4589, -0.0263)
F (-5.6240, 2.3386, -1.0316)
C (1.9032, -2.1514, 2.8077)
C (3.9311, 0.3678, 1.1299)
H (-5.7139, -4.5111, -1.9030)
C (-3.2803, 5.1569, 0.7262)
F (-4.7120, -0.3025, 1.0367)
H (-5.0980, 5.8035, 1.6516)
C (0.9140, -4.5853, 0.1285)
H (5.5902, -3.1318, -1.4418)
F (0.0546, 1.8365, -4.3484)
F (-1.1579, 1.4600, -2.6254)
C (-3.7188, 3.8550, 0.5385)
H (5.9962, 0.8341, 0.6657)
F (-4.9822, 0.4246, -1.7004)
C (-2.8727, 2.8113, 0.1898)
W (-0.5517, -0.0796, -0.0953)
C (3.4668, -3.2316, -1.1694)
C (-2.7678, -4.2844, 0.7732)
N (-0.5431, 2.0521, -0.1050)
H (0.2271, -2.6496, -0.4825)
C (-1.4735, 3.0370, 0.0734)
H (-1.5800, 6.4400, 0.4462)
H (-3.7394, 6.9205, 1.8625)
H (-3.4987, -3.6548, 1.2921)
H (5.3511, 4.0955, -0.5079)
C (-3.3900, -5.6296, 0.4324)
H (5.8166, -1.0972, -0.1020)
C (0.4536, -0.2721, 2.9338)
H (4.5073, 1.0293, 3.1003)
H (4.3800, 5.5029, -0.9193)
F (-5.3904, 1.6611, 1.4918)
H (-4.5758, 6.8257, 0.3133)
F (-3.9418, 2.1943, -2.3370)
F (-0.1166, 3.3309, -2.8426)
S (-1.6899, -1.5190, 1.5333)
C (1.2213, 1.3855, -2.2263)
H (-1.9077, -4.4079, 1.4419)
C (1.0189, -3.3564, -0.7779)
H (-0.0344, -5.0811, -0.0686)
H (1.4527, -4.5663, -2.5358)
F (2.0045, 0.1350, -4.1196)
H (2.2067, -3.1918, 4.6402)
C (4.8343, -1.5215, -0.2432)
P (-2.8079, -2.0548, -0.6095)
C (-4.2273, 6.2387, 1.1655)
H (-0.3625, 0.2275, 4.8215)
C (0.2779, -0.4498, 4.2812)
H (4.8319, 1.4130, -0.5394)
F (-0.1085, 0.8490, 2.3283)
C (1.6618, 2.3648, -1.1484)
C (3.2502, 3.8690, -0.1022)

Output
- Relative energy (zero: lowest compared OMol25 entry of this formula, charge and spin): 178.4 kJ/mol
- Lowest unoccupied orbital energy (alpha / beta): 4.2749 / 4.2744 eV
- Kohn-Sham gap (alpha / beta): 0.1912 / 0.1901 Ha
- F_max: 0.0608 hartree/bohr
- Spin multiplicity: 2
- <S²>: 0.7690
- E_HOMO (alpha / beta): -0.034 / -0.033 hartree
- Total charge: -2


Entry 2:
Below is a structure of composition C42H44AsBrF3IN4PSSbSe4V in a non-equilibrium geometry, with properties calculated with ωB97M-V with the def2-TZVPD basis set.

Positions of all 104 atoms, in Å:
H (4.0989, -5.9758, 2.1404)
H (6.6027, 4.7643, -6.5415)
H (-5.2549, -2.1317, -3.1171)
I (-0.1184, -2.3044, -2.4700)
H (0.7060, 5.5704, -3.3503)
As (2.7311, 1.5789, -6.7513)
H (1.8513, -0.3303, -4.3824)
C (3.7471, -2.9565, 3.4385)
H (0.9949, 3.2196, -3.9310)
H (3.2232, -3.7752, 3.9236)
H (-3.8148, 3.1083, -2.2847)
F (-0.6676, -3.7483, 0.4303)
C (1.4738, 5.3533, -1.3555)
H (3.0470, -1.6802, -2.3005)
H (2.7967, -6.8274, 2.9806)
H (0.2059, 2.0287, 0.2192)
Br (-2.2865, 1.1001, -3.7822)
H (5.3192, -2.5211, -1.9819)
C (1.8643, 2.6671, -2.0321)
H (5.5989, -4.0231, 3.0815)
Sb (0.9506, 0.8285, 2.7485)
H (2.2574, 4.7994, 0.5779)
Se (-1.3071, 0.0661, 1.7715)
C (-0.7255, 2.2634, -0.2692)
C (1.3094, 3.5592, -2.9504)
C (-0.8550, -2.5685, 1.1583)
N (-2.2785, -1.1116, -0.8171)
C (6.2678, 3.8284, -6.9713)
C (3.8484, -0.9767, -2.1066)
P (1.7969, 0.8510, -2.2659)
H (1.0683, -0.2919, -8.3167)
C (4.5560, 2.1327, -7.1984)
C (5.0087, 3.3399, -6.6645)
S (2.5231, -3.8230, -0.2710)
V (-0.5903, -1.0050, -0.0393)
C (2.8676, -3.0810, -7.6459)
Se (1.0484, 3.2551, 3.0138)
Se (1.4555, -0.6907, 0.5823)
H (3.0266, -6.5347, -0.0558)
C (5.3884, 1.4466, -8.0776)
H (3.3253, -8.0190, 0.8706)
N (3.3898, -2.9624, 2.0324)
C (5.2619, -3.1119, 3.5808)
C (2.8554, -0.3323, -7.1435)
C (1.1338, 4.8947, -2.6183)
H (3.9436, 0.8948, -4.6101)
C (-3.1169, -2.2213, -2.7880)
Se (1.5251, -0.1389, 4.9027)
H (0.8827, 1.1261, -4.4966)
C (5.1349, -1.4557, -1.9236)
H (-3.6792, -0.0243, 0.2890)
C (1.8633, -2.2824, -8.1735)
C (1.8595, -0.9187, -7.9193)
H (5.0509, 0.5163, -8.5197)
C (-3.5531, -0.6608, -0.5791)
H (-1.2506, 3.7889, 1.1226)
H (7.1760, -0.9324, -1.5032)
C (2.7460, -3.9136, 1.3782)
C (6.1663, -0.5682, -1.6522)
H (2.8625, -4.1474, -7.8325)
C (6.6504, 1.9325, -8.3887)
C (3.8664, -2.5091, -6.8696)
C (2.2222, 3.1520, -0.7702)
C (-2.6798, 3.5867, -0.5016)
C (5.8986, 0.7893, -1.5586)
C (3.0394, -6.2398, 2.0895)
C (-4.6181, -0.9909, -1.3715)
H (-5.5916, -0.5868, -1.1261)
H (1.3026, -5.1676, 1.9321)
H (5.7695, -2.2554, 3.1346)
H (4.3635, 3.8965, -5.9927)
C (3.8590, -1.1462, -6.6219)
H (5.5419, -3.1586, 4.6340)
H (1.6958, -7.3175, 0.7926)
H (3.6316, -2.1364, 1.4989)
C (-1.5318, 3.2839, 0.2073)
C (-2.1091, -1.8322, -1.9484)
C (2.7609, -7.0832, 0.8443)
C (-4.4303, -1.8254, -2.4885)
H (-2.8847, -2.7879, -3.6800)
F (-0.1102, -2.7600, 2.2787)
H (3.4216, -2.0166, 3.8893)
H (7.2872, 1.3806, -9.0696)
H (4.6453, -3.1299, -6.4445)
H (-3.3603, 4.3577, -0.1630)
F (-2.1594, -2.7155, 1.5949)
N (2.2736, -4.9934, 2.1670)
C (-2.0413, 1.9295, -2.0599)
C (2.0326, 4.4824, -0.4312)
C (3.5635, 0.3842, -2.0143)
C (4.6054, 1.2638, -1.7299)
H (3.1413, 2.4423, -4.3975)
H (4.4111, 2.3234, -1.6353)
C (7.0959, 3.1233, -7.8335)
C (1.8383, 0.7342, -4.1305)
H (8.0822, 3.5032, -8.0687)
H (1.0767, -2.7263, -8.7709)
H (4.6420, -0.7131, -6.0093)
H (6.7001, 1.4855, -1.3397)
H (1.2825, 6.3852, -1.0872)
C (-2.9444, 2.9001, -1.6786)
N (-0.9728, 1.5605, -1.3816)
C (3.0149, 1.4352, -4.7981)
H (2.6238, 2.4728, -0.0232)

Output
- Lowest unoccupied orbital energy (alpha / beta): 3.5616 / 3.5608 eV
- Kohn-Sham gap (alpha / beta): 0.1546 / 0.1816 Ha
- F_max: 0.0866 hartree/bohr
- Spin multiplicity: 2
- <S²>: 1.0713
- E_HOMO (alpha / beta): -0.024 / -0.051 hartree
- Total charge: -2